Density functional theory data (the ωB97M-V functional and the def2-TZVPD basis) for a structure of composition C23H28N2O2P2S3Y.

The geometry in ORCA input format:
```
! RIJCOSX wB97M-V def2-TZVPD def2/J DEFGRID3
* xyz -1 1
Y -0.28409 -0.23446 1.84151
C -1.02515 -4.65280 1.39648
C -1.41922 -3.20971 1.56157
O -0.52648 -2.35027 1.17701
C -2.61805 -2.86962 2.13202
C -2.94202 -1.47639 2.33024
C -3.39799 -1.02214 3.68856
N -2.81100 -0.56195 1.40928
N -2.78233 -1.02443 0.09709
C -1.87659 -0.47586 -0.64224
O -0.94773 0.33672 -0.22215
C -1.86269 -0.82001 -2.09315
C -0.94405 -0.19318 -2.93033
C -0.89186 -0.51054 -4.28100
C -1.75570 -1.46027 -4.80670
C -2.67389 -2.09016 -3.97350
C -2.72818 -1.77337 -2.62595
H -0.09091 -4.83771 1.92951
H -1.79432 -5.33449 1.75671
H -0.84402 -4.84237 0.33615
H -3.20754 -3.63422 2.62146
H -4.31592 -1.55859 3.94646
H -2.65196 -1.25263 4.45005
H -3.59897 0.04761 3.68869
H -0.27378 0.54331 -2.50449
H -0.17232 -0.01522 -4.92231
H -1.71376 -1.71236 -5.85951
H -3.34718 -2.83596 -4.37870
H -3.42883 -2.25883 -1.96000
S -0.36971 1.13889 4.19421
C 1.29578 0.57024 4.20550
S 1.57844 -1.05567 3.63442
S 2.54525 1.54443 4.71093
C 3.77447 -0.04900 0.92603
P 2.10362 -0.16043 0.19701
C 2.22010 -1.62227 -0.89254
C 2.10676 1.25816 -0.96749
C 2.74721 1.19674 -2.20338
C 2.71741 2.27238 -3.07638
C 2.04873 3.43345 -2.71588
C 1.41330 3.50847 -1.48692
C 1.42642 2.43134 -0.60366
P 0.57212 2.48547 1.02135
C 1.60447 3.67057 1.95249
C -0.92283 3.47930 0.68614
H 4.54731 0.04189 0.16017
H 3.94189 -0.93556 1.53765
H 3.81102 0.80924 1.59939
H 3.13691 -1.66417 -1.48314
H 1.34907 -1.63599 -1.55009
H 2.16318 -2.50276 -0.25131
H 3.26588 0.29245 -2.49762
H 3.21136 2.20358 -4.03782
H 2.01821 4.27752 -3.39390
H 0.89002 4.41843 -1.21886
H 1.63506 4.64501 1.45944
H 2.61535 3.27797 2.05481
H 1.19265 3.75998 2.95906
H -0.69818 4.47544 0.30202
H -1.46147 3.58213 1.62995
H -1.55322 2.93265 -0.01434
*
```

The relative energy (zero: lowest compared OMol25 entry of this formula, charge and spin) is 17.6 kcal per mole. For the LUMO energy, the calculation gives 2.5447 eV.

Löwdin population analysis, charges in e, atoms 1 to 8: atom 1 (Y): 0.943, atom 2 (C): -0.030, atom 3 (C): -0.480, atom 4 (O): -0.238, atom 5 (C): -0.042, atom 6 (C): -0.400, atom 7 (C): -0.061, atom 8 (N): -0.024